Model one:
{"formula": "C2H4N2S3", "method": "wB97M-V/def2-TZVPD", "elements": ["S", "C", "N", "S", "C", "S", "N", "H", "H", "H", "H"], "positions_angstrom": [[2.806, 0.721, -0.166], [1.389, 0.058, 0.130], [0.966, -1.018, -0.540], [-0.638, -1.625, -0.149], [-0.960, 0.030, 0.445], [-1.805, 1.076, -0.789], [0.383, 0.538, 0.917], [1.706, -1.479, -1.101], [-1.604, -0.083, 1.235], [-2.668, 0.161, -1.063], [0.425, 1.620, 1.081]], "charge": 0, "smiles": "S=C1NS[C@H](S)N1", "multiplicity": 1, "orbital_gap_ev": 8.57}

***

Model two:
{"formula": "C2H4N2S3", "method": "wB97M-V/def2-TZVPD", "elements": ["S", "C", "S", "C", "S", "N", "N", "H", "H", "H", "H"], "positions_angstrom": [[0.727, -0.350, -1.813], [0.221, -0.007, -0.097], [-0.595, 1.596, 0.151], [-0.505, -1.148, 0.602], [0.861, -1.791, 1.793], [1.803, -0.512, 1.573], [1.620, 0.290, 0.676], [-0.490, -0.990, -2.067], [-1.657, 1.014, 0.773], [-1.266, -0.806, 1.244], [-0.890, -1.923, -0.030]], "charge": 0, "smiles": "SC1(S)CSN=N1", "multiplicity": 1, "orbital_gap_ev": 9.63}

***

Which structure is the least stable? The one labeled model two.

***

Model one:
{"formula": "C10H14N2OS", "method": "wB97M-V/def2-TZVPD", "elements": ["C", "C", "C", "C", "C", "C", "C", "C", "C", "C", "H", "H", "H", "H", "H", "H", "H", "H", "H", "H", "H", "H", "H", "H", "N", "N", "O", "S"], "positions_angstrom": [[4.431, -1.443, -0.087], [4.674, -0.011, 0.353], [1.907, -0.007, -0.162], [-0.411, 0.956, -0.464], [-1.085, 2.132, 0.102], [-2.490, 2.324, 0.291], [-3.303, 1.072, 0.039], [-2.665, -0.210, -0.259], [-4.757, -1.595, -0.041], [-1.277, -0.137, -0.539], [5.169, -1.972, 0.541], [4.791, -1.608, -1.075], [3.377, -1.514, 0.059], [5.729, 0.260, 0.030], [4.415, 0.169, 1.441], [0.777, -1.204, 0.824], [1.435, 1.779, -0.684], [-0.282, 2.960, 0.478], [-2.950, 3.173, 0.706], [-4.334, 1.080, 0.444], [-4.888, -2.528, -0.613], [-4.826, -1.647, 1.195], [-5.683, -0.520, -0.342], [-0.760, -0.857, -1.120], [1.850, -0.936, 0.727], [0.972, 0.772, -0.746], [-3.277, -1.328, -0.526], [3.458, 0.840, -0.571]], "charge": 0, "multiplicity": 1, "orbital_gap_ev": 8.87}

***

Model two:
{"formula": "C10H14N2OS", "method": "wB97M-V/def2-TZVPD", "elements": ["C", "C", "C", "C", "C", "C", "C", "N", "C", "S", "N", "C", "C", "O", "H", "H", "H", "H", "H", "H", "H", "H", "H", "H", "H", "H", "H", "H"], "positions_angstrom": [[-2.153, -2.048, 1.273], [-2.166, -0.868, 0.416], [-3.164, 0.153, 0.588], [-3.242, 1.142, -0.366], [-2.205, 1.501, -1.217], [-1.153, 0.691, -1.179], [-1.108, -0.589, -0.469], [-0.013, -1.595, -0.450], [1.352, -1.441, -0.375], [2.338, -2.727, -0.513], [1.617, -0.146, -0.177], [3.014, 0.179, 0.107], [3.371, 1.611, 0.078], [2.736, 2.446, 1.080], [-2.565, -1.925, 2.429], [-2.924, -2.893, 0.733], [-0.892, -2.415, 1.349], [-3.785, -0.341, 1.295], [-4.215, 1.611, -0.525], [-2.059, 2.426, -1.738], [-0.481, 0.832, -2.095], [-0.262, -2.580, -0.646], [0.979, 0.494, 0.142], [3.727, -0.438, -0.535], [3.120, -0.104, 1.136], [4.392, 1.697, 0.311], [3.208, 2.125, -0.882], [2.534, 3.202, 0.230]], "charge": 0, "smiles": "Cc1ccccc1NC(=S)NCCO", "multiplicity": 1, "orbital_gap_ev": 8.66}

***

Which structure is the least stable? The one labeled model one.

***

Model one:
{"formula": "C26H22IMgN2O3S", "method": "wB97M-V/def2-TZVPD", "elements": ["Mg", "C", "C", "N", "C", "C", "C", "O", "C", "C", "N", "C", "C", "C", "C", "C", "C", "I", "C", "O", "H", "H", "H", "H", "H", "H", "H", "H", "H", "H", "H", "H", "O", "S", "C", "C", "C", "C", "C", "C", "C", "C", "C", "C", "C", "C", "H", "H", "H", "H", "H", "H", "H", "H", "H", "H"], "positions_angstrom": [[0.554, 0.561, -0.262], [-3.827, -0.178, -1.509], [-3.494, 1.218, -1.077], [-4.441, 2.115, -1.036], [-4.152, 3.377, -0.643], [-2.903, 3.787, -0.278], [-2.691, 5.215, 0.156], [-1.782, 5.924, -0.679], [-1.841, 2.835, -0.310], [-0.519, 3.286, 0.019], [0.562, 2.572, 0.145], [1.771, 3.256, 0.439], [1.834, 4.252, 1.411], [3.023, 4.905, 1.686], [4.182, 4.564, 1.004], [4.150, 3.561, 0.048], [2.953, 2.921, -0.220], [2.933, 1.411, -1.695], [-2.137, 1.517, -0.716], [-1.261, 0.560, -0.789], [-4.889, -0.234, -1.733], [-3.579, -0.890, -0.719], [-3.251, -0.459, -2.393], [-4.987, 4.068, -0.623], [-2.260, 5.257, 1.158], [-3.659, 5.719, 0.204], [-2.159, 5.989, -1.563], [-0.405, 4.362, 0.135], [0.935, 4.496, 1.963], [3.044, 5.676, 2.443], [5.114, 5.068, 1.220], [5.048, 3.285, -0.486], [1.019, -1.266, 0.261], [0.580, -2.440, -0.636], [1.973, -3.544, -0.634], [2.991, -3.390, 0.292], [4.045, -4.290, 0.273], [4.068, -5.319, -0.660], [3.043, -5.450, -1.589], [1.987, -4.554, -1.585], [-0.583, -3.376, 0.311], [-1.798, -3.650, -0.299], [-2.754, -4.372, 0.404], [-2.485, -4.789, 1.698], [-1.264, -4.492, 2.302], [-0.301, -3.786, 1.608], [2.961, -2.572, 1.000], [4.851, -4.188, 0.987], [4.894, -6.017, -0.668], [3.071, -6.245, -2.322], [1.185, -4.643, -2.309], [-1.997, -3.295, -1.303], [-3.706, -4.598, -0.057], [-3.230, -5.347, 2.248], [-1.067, -4.820, 3.314], [0.654, -3.554, 2.063]], "charge": 1, "multiplicity": 1, "orbital_gap_ev": 7.60}

***

Model two:
{"formula": "C26H22IMgN2O3S", "method": "wB97M-V/def2-TZVPD", "elements": ["Mg", "C", "C", "N", "C", "C", "C", "O", "C", "C", "N", "C", "C", "C", "C", "C", "C", "I", "C", "O", "H", "H", "H", "H", "H", "H", "H", "H", "H", "H", "H", "H", "O", "S", "C", "C", "C", "C", "C", "C", "C", "C", "C", "C", "C", "C", "H", "H", "H", "H", "H", "H", "H", "H", "H", "H"], "positions_angstrom": [[1.039, 0.470, -1.008], [3.502, -1.279, 2.471], [2.817, -2.266, 1.578], [2.924, -3.540, 1.849], [2.322, -4.444, 1.047], [1.602, -4.110, -0.065], [0.980, -5.209, -0.890], [1.455, -5.245, -2.232], [1.458, -2.729, -0.388], [0.731, -2.394, -1.584], [0.395, -1.213, -2.007], [-0.326, -1.134, -3.227], [-1.363, -2.013, -3.531], [-2.054, -1.907, -4.727], [-1.734, -0.911, -5.636], [-0.721, -0.010, -5.344], [-0.036, -0.129, -4.147], [1.495, 1.264, -3.754], [2.067, -1.777, 0.456], [2.006, -0.489, 0.274], [4.113, -1.815, 3.192], [2.766, -0.675, 3.005], [4.123, -0.593, 1.893], [2.446, -5.482, 1.331], [-0.101, -5.078, -0.966], [1.150, -6.164, -0.388], [2.390, -5.477, -2.220], [0.473, -3.243, -2.214], [-1.639, -2.772, -2.811], [-2.854, -2.602, -4.941], [-2.273, -0.824, -6.569], [-0.467, 0.775, -6.044], [0.219, 2.059, -0.305], [0.426, 2.804, 1.030], [-0.726, 4.154, 0.941], [-1.556, 4.298, -0.157], [-2.437, 5.372, -0.182], [-2.469, 6.274, 0.870], [-1.618, 6.117, 1.958], [-0.732, 5.054, 1.999], [-0.333, 1.791, 2.265], [0.515, 1.227, 3.207], [-0.018, 0.375, 4.165], [-1.375, 0.097, 4.159], [-2.215, 0.668, 3.206], [-1.699, 1.524, 2.252], [-1.509, 3.588, -0.971], [-3.096, 5.503, -1.030], [-3.156, 7.109, 0.843], [-1.640, 6.827, 2.773], [-0.064, 4.927, 2.842], [1.575, 1.450, 3.187], [0.627, -0.071, 4.910], [-1.789, -0.566, 4.907], [-3.274, 0.450, 3.217], [-2.344, 1.986, 1.514]], "charge": 1, "multiplicity": 1, "orbital_gap_ev": 7.61}

***

Which structure is the least stable? The one labeled model one.

***

Model one:
{"formula": "CH2ClO2S", "method": "wB97M-V/def2-TZVPD", "elements": ["C", "O", "O", "S", "Cl", "H", "H"], "positions_angstrom": [[0.179, 0.210, -0.105], [0.908, 1.923, -2.047], [0.577, 2.884, 0.173], [0.271, 1.769, -0.719], [-2.817, 2.154, -0.997], [-0.194, 0.375, 0.873], [-0.087, -0.343, -0.975]], "charge": -1, "multiplicity": 1, "orbital_gap_ev": 7.20}

***

Model two:
{"formula": "CH2ClO2S", "method": "wB97M-V/def2-TZVPD", "elements": ["C", "S", "O", "O", "Cl", "H", "H"], "positions_angstrom": [[1.172, 0.093, -0.021], [-0.464, 0.425, 0.012], [-0.951, 1.080, -1.179], [-0.914, 0.963, 1.273], [-1.724, -1.684, 0.040], [1.440, -0.507, 0.836], [1.440, -0.370, -0.960]], "charge": -1, "smiles": "C=[S@](=O)([O-])Cl", "multiplicity": 1, "orbital_gap_ev": 8.36}

***

Which structure is the least stable? The one labeled model one.